78
Properties=species:S:1:pos:R:3 method="wB97M-V/def2-TZVPD" e_homo_ha="-0.26916 / -0.30987" gap_ev="6.6 / 6.5" spin_multiplicity=6 lumo_ev="-0.753 / -1.894"
Ru 0.38739 0.61693 -0.66800
C -1.19773 -0.40614 -3.86337
C -2.17569 -0.86974 -2.81959
C -2.91701 -2.02688 -3.03929
C -3.89804 -2.42771 -2.15066
C -4.15564 -1.66416 -1.02214
C -3.42402 -0.51713 -0.75280
C -3.72784 0.30830 0.46452
C -2.41554 -0.13074 -1.65207
N -1.60975 0.99852 -1.36637
C -2.17128 2.22962 -1.40736
O -3.32552 2.51634 -1.68307
C -1.18361 3.31346 -1.03982
C -1.50219 4.64644 -0.84467
C -0.47730 5.51192 -0.48086
C 0.82034 5.04127 -0.32185
C 1.04774 3.69305 -0.53874
N 0.06082 2.88829 -0.89367
C 2.38524 3.00268 -0.41563
O 3.40120 3.66213 -0.26391
N 2.28335 1.64956 -0.49906
C 3.50747 0.93681 -0.61342
C 4.20886 0.97273 -1.82571
C 3.70126 1.77857 -2.98584
C 5.37913 0.23389 -1.93746
C 5.84929 -0.52637 -0.87948
C 5.14720 -0.55279 0.31323
C 3.97304 0.17315 0.46250
C 3.22771 0.15946 1.76570
H -0.82952 -1.25079 -4.44556
H -0.34049 0.11136 -3.43689
H -1.68689 0.28998 -4.54957
H -2.72222 -2.61213 -3.93028
H -4.46692 -3.32916 -2.34019
H -4.93680 -1.96383 -0.33237
H -4.42069 -0.21922 1.12028
H -4.17795 1.25961 0.17601
H -2.82032 0.53703 1.02687
H -2.52311 4.97410 -0.97937
H -0.69229 6.55994 -0.31699
H 1.64456 5.68230 -0.04388
H 2.63264 1.61522 -3.14389
H 4.22661 1.50653 -3.90014
H 3.84742 2.84645 -2.81107
H 5.92574 0.25510 -2.87273
H 6.76240 -1.09770 -0.98526
H 5.51069 -1.14610 1.14400
H 3.81185 -0.35058 2.53229
H 2.27335 -0.36368 1.66768
H 3.01983 1.17914 2.09996
N -0.25369 0.44730 1.56083
C -0.21639 0.63574 2.69240
C -0.18802 0.85170 4.10088
C -1.38058 1.11026 4.77753
C -1.34461 1.31269 6.14503
C -0.13439 1.25850 6.82391
C 1.04889 1.00103 6.14424
C 1.03183 0.79412 4.77683
H -2.31346 1.15166 4.23170
H -2.26099 1.51314 6.68266
H -0.11308 1.41976 7.89333
H 1.98671 0.96167 6.68082
H 1.94281 0.59167 4.23037
O -3.26797 -6.09378 0.57230
C -2.69501 -5.91516 -0.64120
O -2.96202 -6.65930 -1.54214
C -1.74410 -4.77189 -0.77263
C -0.84613 -4.80015 -1.83555
C 0.05665 -3.77154 -2.01837
C 0.06397 -2.68009 -1.14859
S 1.25967 -1.41754 -1.40414
C -0.84589 -2.64280 -0.09238
C -1.73770 -3.68142 0.09352
H -2.88604 -5.48368 1.21288
H -0.87367 -5.64199 -2.51386
H 0.75961 -3.79943 -2.84029
H -0.86321 -1.78946 0.57157
H -2.45995 -3.59607 0.89832



77
Properties=species:S:1:pos:R:3 method="wB97M-V/def2-TZVPD" e_homo_ha=-0.48645 gap_ev=7.0 charge=+2 lumo_ev=-6.280
Sn -0.79716 -0.94195 0.36769
N -2.21366 0.01230 -3.92471
C -1.34261 -0.15167 -2.93690
N -1.34659 -1.15656 -2.10945
C -2.31939 -2.15094 -2.25432
N -2.27021 -3.20479 -1.51438
N -1.31767 -3.14398 -0.55725
C -0.64905 -4.17655 -0.23750
C 0.42659 -4.02086 0.73883
C 1.14001 -5.11344 1.20866
C 2.19704 -4.90449 2.08302
C 2.50956 -3.60701 2.45459
C 1.74401 -2.56878 1.94415
N 0.73200 -2.75946 1.10376
C -3.35029 -1.98913 -3.26509
C -4.41005 -2.88588 -3.41464
C -5.36250 -2.66990 -4.38728
C -5.27308 -1.55967 -5.22642
C -4.22971 -0.66413 -5.09826
C -3.27324 -0.87988 -4.11443
H -2.11339 0.79006 -4.55837
H -0.57603 0.60524 -2.82252
H -0.81324 -5.13794 -0.71833
H 0.86124 -6.11181 0.89861
H 2.76901 -5.73827 2.46618
H 3.32863 -3.39488 3.12658
H 1.95817 -1.53987 2.21431
H -4.45654 -3.74913 -2.76566
H -6.18918 -3.35774 -4.49719
H -6.02575 -1.39308 -5.98474
H -4.15206 0.19607 -5.75250
C -4.88830 3.88224 -2.90059
O -3.77895 4.66908 -2.48110
C -2.82914 4.11649 -1.75079
C -1.76957 5.00226 -1.38409
C -0.75128 4.56207 -0.62201
C -0.66871 3.20192 -0.16118
C 0.38147 2.81742 0.65817
C 1.39571 3.77088 1.19308
O 0.48007 1.53924 1.00063
C -1.72308 2.28632 -0.58994
O -1.71832 1.04180 -0.28848
C -2.79318 2.79678 -1.35369
H -5.50015 4.53480 -3.51440
H -5.46973 3.53385 -2.04589
H -4.55624 3.02920 -3.49749
H -1.82167 6.02493 -1.73069
H 0.03565 5.25710 -0.36948
H 0.97863 4.76254 1.32981
H 2.24966 3.84486 0.51532
H 1.76856 3.41742 2.15252
H -3.59014 2.10506 -1.59326
C 3.21937 -1.81319 5.92307
C 3.88420 -1.57650 4.72732
C 3.28105 -0.84995 3.71570
C 1.99475 -0.32434 3.88621
C 1.33957 -0.57402 5.09824
C 1.94257 -1.30438 6.10626
C 1.24572 0.45765 2.89988
C 1.58486 1.01827 1.73393
C 2.86173 1.05834 0.98912
C 4.03779 1.53911 1.56028
C 5.20782 1.57100 0.81875
C 5.21345 1.13998 -0.50098
C 4.04581 0.66572 -1.08109
C 2.87637 0.63022 -0.33957
H 3.69577 -2.38297 6.70920
H 4.88670 -1.95994 4.58773
H 3.81670 -0.70106 2.79078
H 0.34431 -0.17330 5.25241
H 1.41922 -1.47676 7.03703
H 0.20814 0.61803 3.18451
H 4.02621 1.89619 2.58263
H 6.11956 1.93864 1.27032
H 6.12547 1.18331 -1.08078
H 4.04685 0.32673 -2.10862
H 1.95984 0.26511 -0.79528



74
Properties=species:S:1:pos:R:3 method="wB97M-V/def2-TZVPD" e_homo_ha="-0.52912 / -0.52598" gap_ev="6.6 / 4.2" spin_multiplicity=2 charge=+2 lumo_ev="-7.847 / -10.130"
Ti -0.39314 -0.88377 -0.06018
Cl 1.09741 -2.64080 0.03458
C 0.28280 1.13329 -0.01427
O 0.62704 2.25299 0.06567
P 0.12404 0.14620 -2.51537
C -1.47952 -0.16820 -3.36661
C 0.56029 1.77780 -3.18359
C 1.37702 -0.98464 -3.21184
C 1.78680 2.03557 -3.81908
C 2.10247 3.32148 -4.27208
C 1.19305 4.37225 -4.12293
C -0.03102 4.12241 -3.49197
C -0.34281 2.84296 -3.03054
H 2.52322 1.24715 -3.95434
H 3.05600 3.51914 -4.76556
H 1.42115 5.38009 -4.48008
H -0.76003 4.92377 -3.36430
H -1.28937 2.66332 -2.52472
C -2.53074 -0.73424 -2.64837
C -3.72088 -1.10077 -3.25343
C -3.94478 -0.75309 -4.58582
C -2.93787 -0.11158 -5.31605
C -1.70776 0.18439 -4.71073
H -2.39392 -0.87814 -1.57785
H -4.46266 -1.62493 -2.64978
H -4.90917 -1.01145 -5.02037
H -3.14003 0.14707 -6.35866
H -0.95058 0.69802 -5.30993
C 1.06501 -1.84801 -4.26723
C 2.00850 -2.76936 -4.72661
C 3.27291 -2.84123 -4.13967
C 3.58805 -1.98641 -3.07875
C 2.66100 -1.04548 -2.63706
H 0.07730 -1.82202 -4.72364
H 1.77099 -3.43425 -5.55803
H 4.01913 -3.55880 -4.48762
H 4.56615 -2.03500 -2.59643
H 2.90749 -0.37399 -1.81366
H -1.46316 -1.99485 -0.29018
H -1.82574 -0.60310 0.44365
C -0.62440 3.52978 5.48458
C 0.28460 3.53768 4.41924
C 0.27428 2.51886 3.45690
C -0.64344 1.46191 3.56340
C -1.56441 1.44877 4.62014
C -1.55398 2.48842 5.56586
As -0.41268 -0.07492 2.32464
C 1.38259 -0.58254 3.01770
C 2.49748 -0.48771 2.17679
C 3.76451 -0.78682 2.68107
C 3.92200 -1.11191 4.03089
C 2.80378 -1.16299 4.87146
C 1.52243 -0.89717 4.37014
C -1.72284 -1.28344 3.12411
C -1.36655 -2.54188 3.61947
C -2.38945 -3.44396 3.95086
C -3.73173 -3.11458 3.71348
C -4.06983 -1.84202 3.22871
C -3.06470 -0.90994 2.96126
H -0.60420 4.32499 6.23810
H 1.01349 4.34048 4.33552
H 0.98680 2.54463 2.62582
H -2.29247 0.63948 4.72502
H -2.27540 2.47402 6.37981
H 2.38105 -0.19937 1.12975
H 4.62525 -0.75645 2.01058
H 4.91965 -1.31756 4.42165
H 2.92504 -1.41008 5.92635
H 0.65079 -0.92715 5.02766
H -0.31914 -2.80864 3.76878
H -2.13643 -4.43781 4.34602
H -4.52349 -3.85290 3.88970
H -5.11324 -1.56714 3.04711
H -3.30669 0.08658 2.59582



Number 1: DFT total energy -66440.464 eV. Number 2: DFT total energy -58282.136 eV. Number 3: DFT total energy -146681.883 eV.